# 1
{"formula": "CH3Cl5P", "method": "wB97M-V/def2-TZVPD", "elements": ["Cl", "Cl", "Cl", "Cl", "Cl", "P", "C", "H", "H", "H"], "positions_angstrom": [[-0.056446, 1.059644, 2.337954], [1.622653, -0.641887, 0.694883], [-1.880685, -1.726813, 0.144852], [1.847158, 2.246183, 0.491691], [-0.790263, 0.873953, -1.465715], [-1.454967, -0.937408, -1.570822], [1.520643, 0.901514, 1.574912], [2.282055, 0.878492, 2.343566], [-0.484365, -1.714910, -2.196784], [-2.605782, -0.938768, -2.354537]], "forces_ev_per_a": [[0.0, 0.0, 0.0], [0.1, -0.1, 0.0], [-0.1, 0.0, 0.1], [0.0, 0.0, 0.0], [0.0, 0.2, 0.0], [0.1, -0.1, -0.2], [0.0, -0.1, -0.1], [0.0, 0.0, 0.0], [0.0, -0.1, 0.0], [0.0, 0.0, 0.0]], "homo_energy_ev": -14.3, "e_above_lowest_ev": 0.000, "energy_ha": -2681.945873, "total_charge": 1, "e_lumo_ev": -4.72}

=====

# 2
{"formula": "C3H4ClN3S", "method": "wB97M-V/def2-TZVPD", "elements": ["Cl", "S", "N", "N", "N", "C", "C", "C", "H", "H", "H", "H"], "positions_angstrom": [[3.164640, -0.661123, 0.079083], [-0.102022, -2.182629, -0.251097], [-0.120708, 1.611453, -0.027884], [0.353400, -0.554067, 0.203724], [-1.920840, -0.036366, 0.238507], [1.539922, 0.092674, -0.005676], [-0.610176, 0.485534, -0.002371], [1.291742, 1.479082, -0.273534], [1.802396, 2.416326, -0.608643], [-2.635520, 0.674453, -0.108456], [-0.560146, -2.390304, 1.046059], [-2.202686, -0.935032, -0.289711]], "forces_ev_per_a": [[-1.9, 0.4, -0.2], [0.7, 0.6, 1.9], [1.6, 3.6, -2.1], [-0.8, 0.1, -1.4], [-2.2, 1.4, -2.1], [2.8, 3.2, -1.4], [-1.9, -5.9, 2.1], [-1.4, -2.4, 1.5], [0.1, -1.6, 0.8], [1.3, -1.0, 0.9], [0.3, -0.3, -1.2], [1.3, 2.0, 1.0]], "homo_energy_ev": -8.3, "e_above_lowest_ev": 2.088, "energy_ha": -1139.300650, "smiles": "Nc1ncc(Cl)n1S", "e_lumo_ev": 0.25}

=====

# 3
{"formula": "C3H8N2", "method": "wB97M-V/def2-TZVPD", "elements": ["N", "N", "C", "C", "C", "H", "H", "H", "H", "H", "H", "H", "H"], "positions_angstrom": [[-0.026776, -1.473071, -1.196734], [-1.885523, -0.102891, -1.560221], [-0.805012, -0.666757, -1.952335], [0.157682, 1.021662, 1.334350], [1.327823, 1.008498, 1.978033], [0.069650, 1.445684, 0.337366], [2.221916, 1.423112, 1.522440], [1.411862, 0.600296, 2.980483], [-2.088498, -0.375175, -0.596250], [-0.741351, 0.625183, 1.795285], [-0.431281, -0.523913, -2.980471], [0.947014, -1.551615, -1.468691], [-0.157505, -1.431015, -0.193253]], "forces_ev_per_a": [[1.2, -0.7, 0.5], [0.4, -0.3, -0.6], [-1.0, 1.0, -0.1], [0.6, 0.1, 0.2], [-0.6, 0.0, -0.3], [-0.1, -0.1, 0.1], [-0.1, -0.1, 0.1], [0.1, 0.0, -0.1], [0.0, 0.1, 0.0], [0.0, 0.0, -0.1], [-0.3, 0.0, 0.4], [-0.3, -0.1, 0.1], [0.0, 0.0, -0.2]], "homo_energy_ev": -9.4, "e_above_lowest_ev": 2.081, "energy_ha": -228.572164, "smiles": "[H]/N=C\\N.C=C", "e_lumo_ev": 0.97}

=====

# 4
{"formula": "C10H40Cl2O18Tl", "method": "wB97M-V/def2-TZVPD", "elements": ["Tl", "Cl", "Cl", "O", "O", "O", "O", "O", "O", "O", "O", "O", "O", "O", "O", "O", "O", "O", "O", "O", "O", "C", "C", "C", "C", "C", "C", "C", "C", "C", "C", "H", "H", "H", "H", "H", "H", "H", "H", "H", "H", "H", "H", "H", "H", "H", "H", "H", "H", "H", "H", "H", "H", "H", "H", "H", "H", "H", "H", "H", "H", "H", "H", "H", "H", "H", "H", "H", "H", "H", "H"], "positions_angstrom": [[-0.018322, -0.119278, 0.035425], [-2.844347, 3.795315, -1.248977], [2.504049, -4.117402, 1.159261], [1.906824, -5.439933, 1.004475], [0.759965, 0.288827, 2.978029], [1.227806, 2.665944, 0.792313], [-3.396084, 4.066331, 0.021177], [-2.241613, 5.003475, -1.675500], [3.143681, 0.220721, 0.067478], [-1.317177, -2.875548, -0.582018], [-1.828150, 1.681332, 1.579978], [3.663840, -4.086969, 0.345425], [1.631515, -3.061424, 0.630542], [-2.015627, 2.635524, -1.114438], [-1.452411, -1.433951, 2.317054], [1.318266, 1.930489, -1.867058], [2.773823, -3.773656, 2.562928], [-3.997268, 3.530133, -2.028371], [1.506598, -1.042167, -2.553554], [-1.344034, -0.260989, -2.730427], [-3.201307, -0.747959, -0.019540], [-1.436159, 2.678605, 2.489639], [-0.934318, -2.600670, 3.088303], [-0.841235, -3.640907, -1.705051], [2.016142, 0.159440, 3.655258], [-2.643137, -0.586566, -3.233721], [-4.316908, -0.352384, 0.808146], [0.873970, 2.477551, -3.113101], [0.947935, 3.974091, 0.451345], [2.857908, -1.521984, -2.771100], [4.242064, -0.448313, 0.715337], [1.253862, 3.491581, -3.237720], [-2.376751, -1.329404, 2.554267], [-1.892564, -3.476210, -0.102719], [-2.838889, -1.657174, -3.293582], [0.122623, -4.124195, -1.545336], [2.196628, 2.271986, -1.684151], [4.700505, 0.236282, 1.428965], [-1.349902, 3.606066, 1.923530], [-4.917886, 0.487795, 0.460253], [-2.785330, -0.108595, -4.202966], [0.244007, 0.712158, 3.668092], [2.505021, -0.782377, 3.406061], [5.014504, -0.709818, -0.007890], [-0.799794, -0.469584, -3.493243], [-3.519395, -1.332936, -0.711073], [2.616677, -2.534826, -3.093681], [-4.926166, -1.210256, 1.092693], [3.653700, 0.825643, -0.476177], [0.747031, 4.449827, 1.411253], [2.078430, 2.600365, 1.232469], [-3.352884, -0.196510, -2.504186], [-0.194939, 2.445515, -3.324080], [-3.913519, -0.056985, 1.776707], [2.060854, 0.202468, 4.743485], [-2.691599, 1.994779, 1.301041], [0.145927, -2.520634, 2.966784], [3.517630, -1.565683, -1.904518], [1.886250, 4.333508, 0.028860], [-0.441329, 2.519017, 2.905521], [-0.748691, -3.028297, -2.601837], [1.083342, -0.960820, -3.411359], [1.340227, 1.919951, -3.925371], [-2.157023, 2.837621, 3.291615], [2.669750, 0.949764, 3.286071], [-1.477298, -4.471492, -2.011088], [-1.323594, -3.489399, 2.591594], [-1.042642, -2.626863, 4.172588], [3.879118, -1.358808, 1.192160], [0.218652, 4.092856, -0.349983], [3.269165, -0.963994, -3.612305]], "forces_ev_per_a": [[-0.2, 0.1, 0.0], [-1.0, 1.9, -0.7], [-0.5, -1.6, 0.7], [0.1, 1.9, 0.8], [0.4, -0.2, 1.2], [-0.6, -2.8, 0.2], [-0.6, -0.2, 3.6], [1.5, -0.6, -0.8], [0.5, -0.1, 0.2], [0.2, -0.5, -1.1], [0.2, -0.8, 0.6], [1.2, 0.5, -0.1], [-0.5, 0.2, 0.0], [1.0, -0.3, -0.3], [0.5, -1.0, 1.4], [-1.1, 0.0, -0.1], [-0.4, -0.4, -1.6], [-0.6, -1.1, -1.6], [0.2, 0.7, 1.3], [-0.1, -0.3, -0.4], [-0.7, 0.6, 0.5], [0.9, 1.0, -0.1], [0.7, 0.9, -1.5], [0.4, -0.4, -0.6], [1.5, -0.1, -0.9], [-0.6, 0.4, 0.8], [0.6, -0.5, 0.7], [1.1, -0.1, -0.8], [1.5, 1.0, -0.2], [-1.4, -1.0, -1.3], [0.0, -0.2, 0.2], [-0.3, 0.2, 0.2], [-0.1, 0.1, -0.2], [0.0, 0.2, 0.4], [0.3, -0.2, -0.2], [0.2, 0.4, 0.5], [-0.1, 0.0, 0.0], [0.0, -0.2, 0.3], [-0.2, 0.5, 0.1], [0.0, -0.2, -0.5], [-0.2, -0.1, 0.0], [-0.9, 0.0, -0.4], [-0.3, -0.1, -0.3], [-0.1, -0.2, -0.1], [0.6, 0.1, 0.3], [0.0, -0.1, 0.0], [1.1, -0.3, -0.1], [-0.3, 0.0, -0.5], [-0.7, 0.4, -0.5], [-0.5, 0.9, -0.4], [0.0, 0.0, 0.0], [0.0, 0.3, -0.3], [0.0, -0.1, 0.9], [0.3, 0.3, -0.1], [-0.9, 0.2, 0.1], [-0.3, -0.2, -0.8], [0.0, -0.3, -0.3], [-0.6, 0.5, 0.1], [-0.1, 1.0, 0.0], [-0.2, -0.5, -0.2], [0.0, 0.4, 0.3], [0.3, -0.1, 0.0], [0.1, -0.2, -0.2], [-0.2, -0.2, 0.0], [0.2, 0.1, 0.1], [-0.6, 0.1, 0.4], [0.2, -0.1, 0.4], [-0.9, 0.5, -0.1], [0.0, 0.2, 0.0], [-0.4, -0.4, 0.5], [0.5, 0.0, 0.2]], "homo_energy_ev": -12.1, "energy_ha": -2850.920942, "total_charge": 1, "e_lumo_ev": -9.95}

=====

# 5
{"formula": "C4H5NO2", "method": "wB97M-V/def2-TZVPD", "elements": ["O", "O", "N", "C", "C", "C", "C", "H", "H", "H", "H", "H"], "positions_angstrom": [[2.959603, -0.040180, -0.005215], [-2.700913, -0.662749, 0.589312], [-0.593953, -0.416294, -0.294303], [0.601586, 0.176508, 0.271973], [1.856907, -0.112547, -0.486260], [-0.476863, 1.009126, -0.368073], [-1.555703, -1.028485, 0.506207], [-1.109693, 1.598910, 0.294799], [0.706445, 0.216368, 1.356540], [-1.161204, -1.922234, 1.018022], [1.688914, -0.404655, -1.544830], [-0.333385, 1.428797, -1.361899]], "forces_ev_per_a": [[-0.5, 0.0, -0.2], [0.5, -0.1, 0.0], [-0.2, 0.0, 0.0], [0.2, -0.1, 0.2], [0.3, 0.1, 0.1], [-0.2, 0.2, -0.1], [-0.3, 0.1, 0.1], [0.1, -0.2, -0.1], [0.0, 0.1, -0.2], [-0.1, 0.0, 0.0], [0.0, 0.0, 0.1], [0.1, -0.1, 0.2]], "homo_energy_ev": -10.3, "e_above_lowest_ev": 1.846, "energy_ha": -360.601598, "smiles": "O=C[C@H]1CN1C=O", "e_lumo_ev": 0.55}

=====

# 6
{"formula": "C3H8N2O", "method": "wB97M-V/def2-TZVPD", "elements": ["O", "N", "N", "C", "C", "C", "H", "H", "H", "H", "H", "H", "H", "H"], "positions_angstrom": [[1.247014, 1.567709, 0.690909], [-0.146792, -0.662722, -1.290653], [-0.989335, 1.380731, 0.730732], [0.172426, 2.015166, 1.009187], [0.141143, -2.668939, -0.068826], [-0.341875, -1.962804, -1.173753], [0.725750, -0.382465, -0.827348], [-1.023366, 0.408847, 0.511314], [0.932479, -2.309552, 0.581616], [0.061862, 2.987550, 1.493821], [-1.871063, 1.825145, 0.915773], [-0.207998, -3.667700, 0.139383], [-0.030031, -0.350685, -2.258152], [-1.094881, -2.386715, -1.819515]], "forces_ev_per_a": [[0.6, -0.6, 0.0], [3.2, -0.7, -1.4], [-0.8, 0.5, 0.4], [-0.1, 0.0, -0.5], [0.3, -0.5, 0.1], [-1.4, 0.0, 1.1], [-0.5, 0.8, 0.8], [0.1, -0.1, -0.1], [-0.2, 0.4, -0.1], [-0.1, 0.2, 0.1], [0.0, 0.0, 0.2], [-0.1, -0.1, -0.2], [-1.2, 0.5, 0.0], [0.1, -0.4, -0.3]], "homo_energy_ev": [-13.8, -13.7], "spin_multiplicity": 2, "e_above_lowest_ev": 0.351, "energy_ha": -303.533596, "total_charge": 1, "e_lumo_ev": [-4.61, -8.17]}

=====

# 7
{"formula": "C17H22N4O5", "method": "wB97M-V/def2-TZVPD", "elements": ["O", "O", "O", "O", "O", "N", "N", "N", "N", "C", "C", "C", "C", "C", "C", "C", "C", "C", "C", "C", "C", "C", "C", "C", "C", "C", "H", "H", "H", "H", "H", "H", "H", "H", "H", "H", "H", "H", "H", "H", "H", "H", "H", "H", "H", "H", "H", "H"], "positions_angstrom": [[-1.963360, 0.534056, 0.526138], [2.495923, 2.169325, 0.723447], [-3.051244, 0.424661, -3.378369], [1.956151, -2.764720, -1.821023], [-5.102658, 0.965619, -2.669624], [-1.878050, 1.818239, -1.332503], [2.319319, 2.305248, 3.615998], [2.387501, -0.273404, 4.676703], [0.673676, 0.844849, 0.949311], [0.578305, -0.268812, -1.247999], [2.462053, -1.555110, -2.338784], [2.607222, 2.077220, 4.888962], [-1.319684, 1.086739, -0.349355], [-3.294558, 1.914614, -1.511235], [2.236589, -3.859227, -2.655143], [-5.695929, 0.096848, -3.619826], [2.964452, 0.539424, 6.870588], [2.096790, -0.046325, 3.399651], [2.058721, 1.238274, 2.868318], [-5.753894, -2.433366, -2.791010], [2.088512, -0.433469, -1.390973], [1.768543, 1.479726, 1.414621], [2.642032, 0.793757, 5.427416], [-5.728984, -1.296146, -3.164223], [-3.774265, 1.003180, -2.624267], [0.195340, 0.949095, -0.405855], [-1.284891, 2.214720, -2.040090], [2.815627, 2.949847, 5.494445], [3.553580, -1.611357, -2.434794], [0.014575, 0.423017, 1.590881], [2.047642, -1.363240, -3.338526], [0.126503, -0.179351, -2.241737], [3.316408, -4.004016, -2.775439], [-3.579205, 2.939847, -1.750746], [-5.769049, -3.442164, -2.455549], [-3.817749, 1.649081, -0.595210], [1.819046, -4.753537, -2.197577], [3.194603, 1.463932, 7.398882], [1.783320, -3.733884, -3.645069], [2.538719, -0.635318, -0.416349], [-5.171400, 0.148664, -4.574992], [1.908031, -0.920605, 2.788793], [0.620388, 1.844860, -0.865846], [-6.717864, 0.437575, -3.771244], [2.535556, 0.498151, -1.748225], [2.119353, 0.060673, 7.364711], [3.822319, -0.126993, 6.951541], [0.155983, -1.170204, -0.798830]], "forces_ev_per_a": [[-0.1, 0.1, 0.0], [-0.1, -0.1, 0.0], [0.3, -0.3, -0.3], [-0.1, -0.1, 0.0], [-0.6, 0.3, 0.4], [0.0, 0.3, -0.1], [0.0, 0.0, 0.0], [0.0, 0.1, -0.2], [-0.4, -0.3, 0.2], [0.0, -0.2, -0.2], [0.0, 0.2, 0.2], [-0.1, 0.1, -0.2], [0.1, -0.4, 0.3], [-0.3, 0.0, -0.1], [0.0, -0.1, -0.1], [-0.2, -0.6, -0.5], [0.0, 0.2, 0.0], [0.0, 0.0, 0.1], [0.0, -0.1, 0.1], [0.0, 0.1, 0.0], [0.0, 0.1, 0.0], [0.3, 0.3, -0.3], [0.1, -0.2, 0.4], [0.1, 0.0, 0.1], [0.3, 0.2, 0.1], [0.1, 0.2, -0.3], [0.1, -0.1, 0.0], [0.0, 0.0, 0.1], [0.0, 0.0, 0.0], [0.1, 0.0, 0.0], [0.0, -0.1, 0.0], [0.0, 0.1, 0.0], [0.0, 0.0, 0.0], [0.0, 0.0, -0.1], [0.0, 0.0, 0.0], [0.2, -0.1, 0.1], [0.0, 0.0, 0.1], [0.0, 0.0, 0.0], [0.0, 0.0, 0.0], [0.0, 0.0, 0.0], [0.1, 0.1, 0.1], [0.0, 0.0, -0.1], [0.1, 0.0, 0.1], [0.0, 0.2, 0.1], [0.0, 0.0, 0.0], [0.0, 0.0, 0.0], [0.0, 0.0, 0.0], [0.0, 0.0, 0.0]], "homo_energy_ev": -9.4, "e_above_lowest_ev": 2.315, "energy_ha": -1256.189385, "smiles": "C#CCOC(=O)CNC(=O)[C@H](CCCOC)NC(=O)c1cnc(C)cn1", "e_lumo_ev": 0.45}

=====

# 8
{"formula": "C5H6O", "method": "wB97M-V/def2-TZVPD", "elements": ["O", "C", "C", "C", "C", "C", "H", "H", "H", "H", "H", "H"], "positions_angstrom": [[1.796409, 0.952255, 0.040293], [0.700726, -0.986267, 0.000464], [-1.762753, -0.050568, -0.027833], [0.465756, 1.221032, 0.001299], [-0.266739, 0.077683, -0.021682], [1.919522, -0.396031, 0.039573], [0.195782, 2.267610, -0.003347], [-2.070587, -1.021957, -0.428801], [0.496673, -2.049859, -0.018479], [2.931034, -0.774124, 0.071900], [-2.230650, 0.728459, -0.638804], [-2.175175, 0.031769, 0.985418]], "forces_ev_per_a": [[0.0, 0.0, 0.0], [0.0, 0.0, 0.0], [-0.1, 0.0, 0.0], [-0.2, 0.0, 0.0], [0.1, 0.2, 0.0], [0.0, -0.2, 0.0], [0.0, -0.2, 0.0], [0.1, 0.2, 0.0], [0.1, 0.2, 0.0], [-0.2, 0.0, 0.0], [0.1, -0.1, 0.1], [0.1, 0.0, -0.2]], "homo_energy_ev": -8.6, "e_above_lowest_ev": 0.297, "energy_ha": -269.335317, "smiles": "Cc1ccoc1", "e_lumo_ev": 1.09}